1.
Formula: C28H52N4O40S10
Source: the Open Molecules 2025 dataset
Level of theory: ωB97M-V with the def2-TZVPD basis set

```
134
Properties=species:S:1:pos:R:3
C 2.588 3.121 -4.332
C 3.346 2.463 -3.284
N 3.925 1.849 -2.528
H 3.202 3.618 -5.128
H 2.010 3.937 -3.855
H 1.932 2.428 -4.837
C 1.056 -1.909 -1.686
C 0.754 -0.515 -1.828
N 0.479 0.549 -2.149
H 0.997 -2.159 -0.613
H 2.054 -2.185 -2.048
H 0.261 -2.429 -2.205
C 2.311 6.118 1.729
C 2.692 7.521 1.393
N 2.833 8.664 1.218
H 1.789 5.658 0.820
H 1.603 6.132 2.576
H 3.243 5.679 2.037
C -2.193 -0.569 0.041
C -1.451 0.535 0.737
N -0.769 1.298 1.274
H -3.259 -0.490 0.128
H -1.754 -1.498 0.452
H -2.039 -0.525 -1.023
C -6.599 -2.656 -2.412
C -5.939 -3.213 -3.669
O -4.941 -4.132 -3.040
S -4.288 -3.321 -1.881
O -3.431 -2.279 -2.504
O -3.893 -4.292 -0.894
O -5.607 -2.638 -1.308
H -7.343 -3.396 -2.040
H -7.005 -1.674 -2.634
H -5.375 -2.539 -4.302
H -6.599 -3.856 -4.289
C -2.945 4.183 -0.976
C -2.511 5.631 -0.948
O -1.517 5.710 -2.136
S -0.868 4.291 -2.281
O 0.252 4.239 -1.430
O -0.707 3.910 -3.677
O -1.994 3.455 -1.694
H -3.890 4.069 -1.479
H -2.949 3.811 0.074
H -1.757 5.877 -0.180
H -3.197 6.426 -1.164
C 7.094 -1.162 -1.488
C 5.858 -0.266 -1.711
O 4.684 -1.093 -1.376
S 5.037 -2.644 -1.367
O 4.461 -3.351 -2.491
O 4.819 -3.076 -0.043
O 6.580 -2.516 -1.629
H 7.570 -0.999 -0.494
H 7.812 -0.966 -2.244
H 5.710 0.021 -2.735
H 5.884 0.575 -1.084
C -2.734 1.960 -5.294
C -1.749 0.861 -4.769
O -2.342 0.230 -3.577
S -3.913 0.623 -3.385
O -4.083 1.134 -2.056
O -4.745 -0.381 -3.900
O -3.875 1.845 -4.343
H -3.034 1.594 -6.321
H -2.392 3.008 -5.329
H -0.852 1.245 -4.271
H -1.529 0.006 -5.507
C -0.978 -6.665 1.985
C -2.430 -6.494 1.773
O -2.982 -6.066 3.027
S -2.138 -6.488 4.252
O -2.807 -7.586 4.859
O -1.845 -5.262 4.958
O -0.872 -7.070 3.442
H -0.540 -5.669 1.855
H -0.575 -7.387 1.307
H -2.929 -7.399 1.432
H -2.601 -5.738 1.059
C -5.675 2.395 0.608
C -6.612 1.684 -0.391
O -6.939 2.751 -1.387
S -6.890 4.156 -0.647
O -8.099 4.302 0.114
O -6.469 5.208 -1.485
O -5.793 3.824 0.386
H -4.639 2.007 0.504
H -5.859 2.204 1.718
H -7.487 1.264 0.059
H -6.152 0.937 -0.995
C 8.781 0.770 2.031
C 10.089 1.552 2.205
O 11.119 0.742 1.718
S 10.679 -0.802 1.721
O 11.441 -1.428 2.781
O 10.754 -1.165 0.336
O 9.135 -0.571 2.281
H 8.436 0.839 0.921
H 8.063 1.198 2.706
H 10.237 1.812 3.265
H 10.033 2.448 1.645
C 2.536 1.105 0.504
C 2.104 2.456 1.074
O 3.297 2.950 1.869
S 4.493 1.921 1.802
O 4.893 1.593 3.130
O 5.432 2.339 0.791
O 3.661 0.671 1.257
H 2.767 1.206 -0.548
H 1.798 0.304 0.588
H 1.351 2.352 1.866
H 1.726 3.167 0.349
C 2.898 -1.856 3.209
C 1.708 -1.444 4.038
O 0.646 -2.412 3.708
S 0.993 -3.206 2.345
O -0.050 -2.772 1.450
O 1.151 -4.588 2.530
O 2.326 -2.399 2.015
H 3.477 -2.646 3.662
H 3.594 -1.077 2.869
H 1.388 -0.510 3.670
H 1.857 -1.500 5.081
C -4.644 -2.780 3.971
C -3.359 -2.509 3.179
O -3.644 -1.356 2.396
S -5.119 -0.773 2.724
O -5.786 -0.419 1.583
O -4.934 0.250 3.706
O -5.711 -2.063 3.368
H -4.458 -2.382 4.937
H -4.927 -3.834 3.917
H -3.192 -3.324 2.498
H -2.500 -2.307 3.810
```

Results
Multiplicity: 1
HOMO-LUMO gap in eV: 11.1
Highest occupied orbital energy in hartree: -0.4065
E_tot in Ha: -8308.2957
Max |F| in eV/A: 5.2
Relative energy (zero: lowest compared OMol25 entry of this formula, charge and spin) in kJ/mol: 15.80

=====

2.
Formula: C23H19Cl5N4NiO4S
Source: the Open Molecules 2025 dataset
Level of theory: ωB97M-V with the def2-TZVPD basis set

```
57
Properties=species:S:1:pos:R:3
Ni 3.372 -1.686 -1.004
O 5.174 -1.465 -1.003
N 5.826 -2.487 -0.541
N 5.073 -3.427 -0.202
O 3.753 -3.325 -0.316
C 5.602 -4.655 0.332
C 6.972 -4.876 0.321
C 7.449 -6.063 0.846
C 6.571 -7.006 1.365
C 5.206 -6.763 1.360
C 4.706 -5.578 0.840
H 7.642 -4.136 -0.090
H 8.513 -6.254 0.846
H 6.953 -7.933 1.772
H 4.521 -7.497 1.761
H 3.647 -5.369 0.824
Cl -3.161 5.402 -0.887
C -1.454 1.122 0.106
C 0.509 1.257 -1.416
Cl 0.957 2.883 -1.204
C 1.335 0.321 -1.850
Cl 3.065 0.399 -1.974
C -0.872 -0.737 -1.446
O 1.529 -1.994 -0.891
C -1.869 -1.596 -1.196
Cl -1.403 -3.275 -1.575
C -2.301 0.851 1.051
Cl -4.483 -0.366 0.038
C -1.819 3.019 3.792
C -2.257 3.526 2.426
C -1.214 3.316 1.345
N -0.869 1.914 1.134
C -0.947 0.809 -1.288
S 0.704 -1.306 -2.029
N -1.649 1.469 -2.392
C -2.379 2.697 -2.405
O -1.954 3.572 -3.151
C -3.657 2.820 -1.752
C -4.576 1.838 -1.512
C -5.834 1.926 -1.312
C -6.204 3.027 -0.442
C -5.528 4.154 -0.726
C -4.320 4.189 -1.646
H -2.566 3.245 4.553
H -0.877 3.479 4.104
H -1.687 1.935 3.785
H -2.476 4.596 2.462
H -3.180 3.030 2.112
H -0.286 3.846 1.585
H -1.584 3.696 0.396
H -0.281 1.464 1.813
H -1.046 1.524 -3.205
H -5.020 -0.876 -1.025
H -3.837 -1.496 0.277
H -7.079 3.041 0.196
H -5.876 5.112 -0.362
H -4.534 4.685 -2.597
```

Results
Multiplicity: 1
HOMO-LUMO gap (spin up / spin down) in eV: 4.8 / 4.8
Highest occupied orbital energy (spin up / spin down) in hartree: -0.2269 / -0.2269
E_tot in Ha: -5614.6139
Max |F| in eV/A: 1.1
Relative energy (zero: lowest compared OMol25 entry of this formula, charge and spin) in kJ/mol: 459.17

=====

3.
Formula: CHBrN2
Source: the Open Molecules 2025 dataset
Level of theory: ωB97M-V with the def2-TZVPD basis set

```
5
Properties=species:S:1:pos:R:3
C 1.886 0.565 -1.096
N -1.822 -0.341 -0.104
N -2.071 0.729 -0.069
Br 2.108 -0.350 0.495
H 1.506 -0.161 -1.873
```

Results
Multiplicity: 3
HOMO-LUMO gap (spin up / spin down) in eV: 9.6 / 9.8
Highest occupied orbital energy (spin up / spin down) in hartree: -0.3208 / -0.4194
E_tot in Ha: -2722.1110
⟨S²⟩: 2.009
Max |F| in eV/A: 2.3
Relative energy (zero: lowest compared OMol25 entry of this formula, charge and spin) in kJ/mol: 0.00

=====

4.
Formula: C4H6N2
Source: the Open Molecules 2025 dataset
Level of theory: ωB97M-V with the def2-TZVPD basis set

```
12
Properties=species:S:1:pos:R:3
C -0.091 -0.467 1.012
C -1.209 -0.846 0.034
C 0.448 1.180 -0.755
C 0.965 0.000 0.078
H -0.268 0.364 1.743
H 0.253 -1.375 1.466
H -2.209 -1.039 0.326
H -0.458 1.666 -0.328
H 1.120 1.854 -1.238
H 2.018 -0.366 0.192
N -0.982 -0.784 -1.208
N 0.412 -0.188 -1.323
```

Results
Multiplicity: 1
HOMO-LUMO gap in eV: 10.4
SMILES: C1=NN2C[C@H]2C1
Highest occupied orbital energy in hartree: -0.3449
E_tot in Ha: -265.4258
Max |F| in eV/A: 2.4
Relative energy (zero: lowest compared OMol25 entry of this formula, charge and spin) in kJ/mol: 288.24

=====

5.
Formula: C4H9NO2
Source: the Open Molecules 2025 dataset
Level of theory: ωB97M-V with the def2-TZVPD basis set

```
16
Properties=species:S:1:pos:R:3
O 0.617 1.147 -0.043
C 1.548 0.266 -0.165
O 1.373 -0.945 -0.055
C 2.931 0.806 -0.456
H 3.573 -0.017 -0.752
H 2.912 1.556 -1.235
H 3.349 1.251 0.443
C -1.466 -1.263 0.904
C -2.548 0.347 -0.477
N -1.494 -0.095 0.035
H -2.420 -1.790 0.852
H -1.196 -0.924 1.903
H -0.683 -1.926 0.538
H -3.485 -0.194 -0.369
H -2.523 1.257 -1.080
H -0.491 0.524 -0.044
```

Results
Multiplicity: 1
HOMO-LUMO gap in eV: 9.1
Highest occupied orbital energy in hartree: -0.3279
E_tot in Ha: -363.0267
Max |F| in eV/A: 1.4
Relative energy (zero: lowest compared OMol25 entry of this formula, charge and spin) in kJ/mol: 154.37

=====

6.
Formula: C4H6O2
Source: the Open Molecules 2025 dataset
Level of theory: ωB97M-V with the def2-TZVPD basis set

```
12
Properties=species:S:1:pos:R:3
C -0.280 1.189 -0.476
C 0.032 -0.433 0.818
O -0.415 -0.164 1.917
C 1.062 0.307 0.120
C -0.564 -1.552 -0.014
O -0.621 -1.612 -1.219
H -0.550 0.728 -1.432
H 0.047 2.210 -0.550
H -1.236 1.208 0.100
H 1.534 -0.163 -0.752
H 1.866 0.631 0.819
H -0.876 -2.348 0.668
```

Results
Multiplicity: 1
HOMO-LUMO gap in eV: 9.4
SMILES: CCC(=O)C=O
Highest occupied orbital energy in hartree: -0.3501
E_tot in Ha: -306.4165
Max |F| in eV/A: 1.6
Relative energy (zero: lowest compared OMol25 entry of this formula, charge and spin) in kJ/mol: 235.78

=====

7.
Formula: C5H8ClNO
Source: the Open Molecules 2025 dataset
Level of theory: ωB97M-V with the def2-TZVPD basis set

```
16
Properties=species:S:1:pos:R:3
C -1.575 -1.139 0.774
C 0.892 0.082 1.272
C -0.723 -0.714 -1.571
C -0.174 0.839 0.443
C -1.212 -0.130 -0.211
N -1.969 -1.893 1.552
O -0.812 1.867 1.183
Cl -2.882 0.580 -0.429
H 0.430 -0.392 2.020
H 1.490 0.884 1.555
H 1.403 -0.595 0.642
H -0.515 0.252 -2.208
H -1.398 -1.293 -2.118
H 0.287 -1.285 -1.334
H 0.344 1.285 -0.457
H -0.929 1.441 2.092
```

Results
Multiplicity: 1
HOMO-LUMO gap in eV: 11.7
SMILES: C[C@H](O)[C@](C)(Cl)C#N
Highest occupied orbital energy in hartree: -0.4023
E_tot in Ha: -785.4579
Max |F| in eV/A: 4.5
Relative energy (zero: lowest compared OMol25 entry of this formula, charge and spin) in kJ/mol: 184.03

=====

8.
Formula: C42H52N5SZr
Source: the Open Molecules 2025 dataset
Level of theory: ωB97M-V with the def2-TZVPD basis set

```
101
Properties=species:S:1:pos:R:3
Zr -0.240 0.846 0.203
C 0.910 -2.016 -1.119
C 1.613 -0.838 -1.802
N 1.947 0.192 -0.800
C 3.033 -0.182 0.124
C 2.796 0.394 1.517
N 1.376 0.312 1.916
C 0.927 -1.004 2.446
C 0.837 -2.070 1.369
N 0.203 -1.579 0.109
H 1.620 -2.803 -0.865
H 0.195 -2.452 -1.816
H 0.938 -0.360 -2.512
H 2.493 -1.183 -2.351
H 2.212 1.038 -1.298
H 3.995 0.174 -0.250
H 3.103 -1.266 0.161
H 3.068 1.450 1.526
H 3.435 -0.116 2.244
H 1.225 0.988 2.660
H -0.073 -0.843 2.845
H 1.577 -1.351 3.256
H 0.264 -2.904 1.778
H 1.822 -2.461 1.128
H -0.760 -1.901 0.097
S -2.590 4.361 1.708
C -2.521 3.234 2.994
C -1.511 2.369 2.789
N -0.774 2.599 1.632
C -1.256 3.642 0.994
H -3.246 3.234 3.791
H -1.270 1.531 3.420
H -0.820 4.029 0.082
C 3.078 4.394 0.004
C 2.246 3.949 -1.171
C 2.490 4.426 -2.448
C 1.728 3.976 -3.522
C 2.038 4.445 -4.919
C 0.696 3.064 -3.319
C 0.366 2.586 -2.043
C 1.203 3.046 -1.000
N -0.623 1.637 -1.699
C -1.939 1.439 -2.410
C -3.035 2.136 -1.591
C -4.428 1.838 -2.148
C -4.506 2.365 -3.583
C -3.439 1.670 -4.432
C -3.706 0.165 -4.446
C -3.618 -0.366 -3.014
C -4.663 0.324 -2.130
C -2.222 -0.072 -2.457
C -2.040 1.950 -3.855
H 3.710 5.239 -0.259
H 3.737 3.592 0.348
H 2.451 4.692 0.847
H 3.280 5.150 -2.611
H 2.479 5.441 -4.912
H 1.142 4.470 -5.538
H 2.752 3.773 -5.399
H 0.154 2.724 -4.183
H 1.051 2.719 0.033
H -2.843 3.217 -1.605
H -2.979 1.792 -0.554
H -5.177 2.334 -1.524
H -4.353 3.449 -3.595
H -5.497 2.173 -4.003
H -3.468 2.059 -5.452
H -2.975 -0.344 -5.082
H -4.696 -0.036 -4.866
H -3.784 -1.446 -3.007
H -4.595 -0.054 -1.103
H -5.669 0.099 -2.494
H -1.454 -0.550 -3.080
H -2.157 -0.479 -1.444
H -1.861 3.028 -3.887
H -1.293 1.457 -4.483
C -1.916 -0.032 1.070
C -2.950 -0.572 1.587
C -4.037 -1.132 2.103
C -4.012 -2.603 2.332
C -2.890 -3.209 2.897
C -2.823 -4.585 3.073
C -3.890 -5.388 2.693
C -5.016 -4.798 2.133
C -5.075 -3.424 1.953
C -5.207 -0.282 2.439
C -6.249 -0.751 3.237
C -7.325 0.065 3.566
C -7.390 1.372 3.111
C -6.356 1.855 2.315
C -5.287 1.040 1.985
H -2.071 -2.577 3.225
H -1.945 -5.029 3.526
H -3.848 -6.459 2.840
H -5.853 -5.414 1.828
H -5.950 -2.980 1.494
H -6.216 -1.762 3.624
H -8.117 -0.331 4.189
H -8.230 2.004 3.367
H -6.392 2.871 1.938
H -4.494 1.424 1.349
```

Results
Multiplicity: 1
HOMO-LUMO gap in eV: 5.7
Highest occupied orbital energy in hartree: -0.2996
E_tot in Ha: -2350.4903
Charge: +1
Max |F| in eV/A: 1.6
Relative energy (zero: lowest compared OMol25 entry of this formula, charge and spin) in kJ/mol: 26.93

=====

9.
Formula: CH3IN4
Source: the Open Molecules 2025 dataset
Level of theory: ωB97M-V with the def2-TZVPD basis set

```
9
Properties=species:S:1:pos:R:3
C 0.227 0.799 0.161
N -0.167 -0.452 0.457
N 0.785 -1.231 0.088
N 1.417 0.808 -0.402
N 1.721 -0.471 -0.422
I -3.806 0.118 0.057
H -0.367 1.672 0.328
H -2.400 -0.422 0.533
H 2.590 -0.821 -0.800
```

Results
Multiplicity: 1
HOMO-LUMO gap in eV: 10.7
SMILES: c1nn[nH]n1.I
Highest occupied orbital energy in hartree: -0.3589
E_tot in Ha: -556.5783
Max |F| in eV/A: 1.3
Relative energy (zero: lowest compared OMol25 entry of this formula, charge and spin) in kJ/mol: 0.00

=====

10.
Formula: C13H28CuO11
Source: the Open Molecules 2025 dataset
Level of theory: ωB97M-V with the def2-TZVPD basis set

```
53
Properties=species:S:1:pos:R:3
Cu -4.625 2.507 15.004
C 1.404 -0.830 18.024
C 0.286 -1.095 17.111
O 0.048 -0.080 16.111
H 1.724 -1.730 18.551
H 0.995 -0.161 18.781
H 2.312 -0.474 17.538
H -0.612 -1.443 17.622
H 0.563 -1.964 16.516
C -6.092 5.397 11.495
C -4.666 5.464 10.934
O -3.700 4.854 11.774
H -6.780 5.832 10.770
H -6.184 5.965 12.421
H -6.394 4.371 11.704
H -4.553 6.530 10.737
H -4.625 4.954 9.972
C -7.061 -3.109 19.433
O -6.480 -4.152 20.114
C -7.199 -4.964 20.904
O -8.332 -4.791 21.272
O -6.357 -6.055 21.228
C -6.853 -6.847 22.243
H -7.963 -2.643 19.828
H -7.318 -3.612 18.501
H -6.256 -2.405 19.221
H -6.051 -7.262 22.854
H -7.599 -7.607 22.010
H -7.210 -6.103 22.955
C -11.981 2.656 16.049
O -11.887 2.722 17.463
C -10.766 2.829 17.984
O -9.673 2.907 17.391
O -10.839 2.678 19.325
C -11.963 2.255 20.107
H -11.017 2.765 15.552
H -12.634 3.509 15.861
H -12.381 1.711 15.682
H -12.417 1.324 19.767
H -12.797 2.957 20.131
H -11.647 2.104 21.139
C -3.132 3.883 22.215
O -3.701 5.146 21.882
C -3.911 5.470 20.654
O -3.842 4.727 19.659
O -4.278 6.742 20.597
C -4.536 7.412 19.375
H -2.820 3.838 23.259
H -2.228 3.863 21.607
H -3.852 3.101 21.975
H -5.367 8.101 19.528
H -4.707 6.773 18.508
H -3.772 8.133 19.085
```

Results
Multiplicity: 1
HOMO-LUMO gap in eV: 2.6
Highest occupied orbital energy in hartree: -0.1029
E_tot in Ha: -2979.9405
Charge: -1
Max |F| in eV/A: 6.2
Relative energy (zero: lowest compared OMol25 entry of this formula, charge and spin) in kJ/mol: 753.27